{"formula": "C21H49N2O13S4", "method": "ωB97M-V with the def2-TZVPD basis set", "symbols": ["C", "C", "C", "C", "C", "C", "O", "N", "C", "C", "N", "C", "H", "H", "H", "H", "H", "H", "H", "H", "H", "H", "H", "H", "H", "H", "H", "H", "H", "O", "S", "O", "O", "C", "C", "C", "H", "H", "H", "H", "H", "H", "H", "H", "O", "S", "O", "O", "C", "C", "C", "H", "H", "H", "H", "H", "H", "H", "H", "O", "S", "O", "O", "C", "C", "C", "H", "H", "H", "H", "H", "H", "H", "H", "O", "S", "O", "O", "C", "C", "C", "H", "H", "H", "H", "H", "H", "H", "H"], "positions_angstrom": [[-2.6144, -1.3746, 2.2280], [-3.5326, -2.5550, 1.4819], [-3.5520, -3.8726, 2.4624], [-2.9812, -2.8785, -0.0547], [-2.6355, -1.4219, -0.7269], [-1.6531, -3.8657, 0.1232], [-0.7031, -3.7884, -0.9972], [0.5466, -4.1278, -0.6329], [1.2186, -5.4771, -0.9231], [2.7635, -5.3639, -0.3117], [2.9200, -4.0007, 0.3376], [1.5896, -3.3102, 0.1151], [-1.5068, -1.4710, 1.8254], [-2.6449, -1.4719, 3.3937], [-3.0970, -0.3206, 1.9418], [-4.6625, -2.2053, 1.3418], [-4.0602, -3.5128, 3.4807], [-4.1607, -4.7731, 1.9695], [-2.4768, -4.2550, 2.7769], [-3.8123, -3.3770, -0.7399], [-3.4404, -0.6353, -0.3296], [-2.7565, -1.4019, -1.9099], [-1.5896, -0.9963, -0.3692], [-2.0975, -4.9683, 0.1614], [-1.0922, -3.6399, 1.1399], [0.7606, -6.4095, -1.4664], [3.6398, -6.1427, -0.3351], [3.7819, -3.6096, 0.8129], [1.3719, -2.2178, 0.4781], [4.6408, 1.3044, -0.0332], [4.1536, 1.7281, -1.3268], [2.9617, 2.5345, -1.4749], [4.0262, 0.4226, -2.2985], [3.2373, -0.6754, -1.8615], [1.7546, -0.3814, -1.9951], [5.4778, 2.5284, -2.1971], [3.4953, -0.9547, -0.8342], [3.4912, -1.5271, -2.5011], [1.4470, 0.4141, -1.3097], [1.1605, -1.2702, -1.7664], [1.5169, -0.0436, -3.0089], [6.3738, 1.9096, -2.1284], [5.6528, 3.4974, -1.7244], [5.1817, 2.6726, -3.2378], [-6.7029, -1.4629, 4.2180], [-6.4928, -0.1681, 3.6100], [-5.1696, 0.3507, 3.3400], [-7.3337, 0.9530, 4.4470], [-7.1031, 1.0726, 5.8440], [-5.7931, 1.7826, 6.1314], [-7.4386, -0.0858, 2.1100], [-7.1369, 0.0909, 6.3287], [-7.9274, 1.6644, 6.2553], [-4.9391, 1.1818, 5.8047], [-5.6809, 1.9716, 7.2023], [-5.7427, 2.7346, 5.5931], [-8.4526, -0.4360, 2.3092], [-6.9558, -0.7314, 1.3730], [-7.4449, 0.9450, 1.7512], [5.2933, 4.9649, 5.0001], [3.8676, 4.7384, 4.9220], [3.2293, 3.6141, 5.5712], [3.4120, 4.7653, 3.3547], [4.0551, 3.8836, 2.4447], [3.5573, 2.4593, 2.6065], [3.0295, 6.2200, 5.4257], [5.1436, 3.9383, 2.5545], [3.8144, 4.2332, 1.4354], [3.8500, 2.0471, 3.5768], [3.9713, 1.8127, 1.8282], [2.4643, 2.4234, 2.5571], [3.4746, 7.0730, 4.9110], [3.1543, 6.3256, 6.5057], [1.9693, 6.1275, 5.1831], [3.5365, 1.1095, -6.4430], [2.1107, 0.8830, -6.5211], [1.4725, -0.2413, -5.8719], [1.6551, 0.9099, -8.0884], [2.2983, 0.0282, -8.9984], [1.8005, -1.3961, -8.8366], [1.2727, 2.3646, -6.0174], [3.3868, 0.0829, -8.8886], [2.0576, 0.3779, -10.0077], [2.0932, -1.8083, -7.8663], [2.2145, -2.0427, -9.6149], [0.7075, -1.4320, -8.8860], [1.7178, 3.2176, -6.5321], [1.3975, 2.4702, -4.9374], [0.2125, 2.2721, -6.2600]], "forces_ev_per_angstrom": [[-0.85, 0.09, -0.84], [0.01, -0.52, 0.40], [-0.42, 0.22, 0.37], [0.62, 0.99, 0.12], [-0.58, 0.72, -0.06], [-2.38, -0.73, 1.81], [0.37, 0.58, 0.48], [7.60, -2.33, 2.20], [4.14, 2.43, 2.49], [-4.22, 1.90, -0.69], [-6.15, -2.00, -3.33], [0.27, -1.40, -0.54], [-2.19, 0.38, 1.01], [0.04, 0.05, -2.33], [1.45, -2.32, 0.72], [2.50, -0.59, 0.42], [0.92, -1.02, -2.31], [1.29, 1.98, 1.22], [-2.12, 0.83, -0.83], [1.86, 0.75, 1.71], [1.71, -1.79, -0.84], [0.63, -0.24, 2.59], [-2.13, -0.99, -1.00], [1.27, 2.21, -0.01], [-1.11, -0.32, -2.25], [0.81, 2.37, 1.19], [-2.11, 1.77, 0.04], [-1.65, -0.48, -0.81], [0.46, -2.48, -0.82], [-0.63, 0.00, -0.94], [0.21, 0.13, -0.83], [0.78, -0.78, 0.55], [0.49, 0.90, 0.47], [-0.70, -0.56, 0.07], [-0.21, 0.37, 0.13], [0.01, -0.16, -0.11], [0.14, 0.19, 0.02], [0.23, 0.32, -0.04], [0.04, -0.09, -0.04], [0.03, -0.03, -0.16], [0.05, -0.22, 0.11], [-0.17, 0.05, 0.01], [-0.15, -0.17, 0.06], [-0.03, -0.07, 0.15], [0.60, 0.89, -0.27], [-0.66, 0.61, 0.25], [-0.71, -0.69, 0.32], [0.27, -0.91, -1.39], [0.40, 0.20, 1.22], [0.35, -0.04, -0.11], [-0.12, 0.14, 0.06], [-0.01, 0.03, -0.21], [-0.03, -0.17, -0.39], [-0.12, 0.07, 0.08], [-0.11, -0.01, -0.10], [-0.08, -0.11, 0.13], [0.17, 0.05, 0.04], [0.03, 0.04, 0.21], [0.03, -0.13, 0.11], [-0.97, -0.58, -0.06], [-0.28, 0.14, -0.35], [0.81, 0.71, -0.45], [0.00, 0.65, 1.26], [0.38, -0.94, -0.60], [0.04, -0.40, 0.30], [-0.08, 0.05, -0.17], [-0.12, 0.08, 0.14], [-0.09, 0.24, 0.29], [-0.04, 0.11, -0.08], [-0.14, 0.32, 0.25], [0.11, 0.08, -0.06], [-0.03, -0.17, 0.04], [0.08, -0.16, -0.16], [0.17, -0.05, 0.01], [-0.92, -0.61, 0.05], [-0.33, 0.38, -0.72], [0.78, 0.56, -0.25], [0.01, 0.61, 1.49], [0.46, -0.92, -0.71], [-0.04, -0.25, 0.28], [-0.07, 0.02, -0.16], [-0.13, 0.10, 0.13], [-0.07, 0.25, 0.33], [-0.01, 0.05, -0.15], [-0.04, 0.14, 0.01], [0.16, 0.04, -0.09], [-0.04, -0.18, 0.03], [0.09, -0.14, -0.13], [0.17, -0.05, 0.00]], "relative_energy_ev": 9.922, "orbital_gap_ev": 7.966, "charge": 1, "e_tot_ev": -95492.87266, "largest_force_ev_per_a": 8.25}